Entry 1:
15
Properties=species:S:1:pos:R:3:lowdin_charge:R:1 method="wB97M-V/def2-TZVPD" charge=+1 total_energy_ev=-6243.21677 s_squared=0.7670 homo_energy_ev="-11.46 / -11.46" lumo_ev="-4.484 / -8.147" molar_mass_g_mol=74.13 multiplicity=2 relative_energy_ev=1.613
N 3.105 -0.612 1.960 0.24
N -3.188 -0.181 -0.097 -0.08
C 3.137 -0.601 0.575 -0.07
C 3.359 0.373 -0.416 0.20
C -3.866 0.455 -1.386 -0.14
H 2.739 -1.560 0.273 0.13
H -3.318 0.223 -2.268 0.03
H -4.035 -0.552 0.430 0.07
H -4.913 0.231 -1.659 0.07
H -2.721 0.533 0.426 0.01
H 3.698 -0.019 2.549 0.16
H -3.724 1.508 -1.226 0.04
H 3.126 0.241 -1.500 0.12
H 3.826 1.355 -0.055 0.12
H 2.776 -1.394 2.393 0.09


Entry 2:
16
Properties=species:S:1:pos:R:3:lowdin_charge:R:1 method="wB97M-V/def2-TZVPD" total_energy_ev=-8300.40965 homo_energy_ev=-9.13 smiles="NC=O.CNC" lumo_ev=0.670 molar_mass_g_mol=90.13 relative_energy_ev=1.094
O 2.360 -1.044 3.425 0.01
N 1.108 -1.558 1.611 0.12
N -1.179 0.594 -0.461 -0.18
C -2.123 0.581 -1.585 -0.16
C 0.066 1.292 -0.827 -0.15
C 2.263 -1.208 2.231 -0.43
H 1.073 -1.617 0.610 0.08
H 0.786 0.565 -1.212 0.07
H 3.116 -1.115 1.540 0.12
H -0.944 -0.369 -0.265 0.06
H -3.049 0.093 -1.274 0.07
H 0.284 -1.775 2.142 0.10
H -2.354 1.605 -1.858 0.07
H -1.748 0.033 -2.458 0.07
H -0.111 2.004 -1.602 0.06
H 0.451 1.919 -0.019 0.07


Entry 3:
16
Properties=species:S:1:pos:R:3:lowdin_charge:R:1 method="wB97M-V/def2-TZVPD" total_energy_ev=-8299.51743 homo_energy_ev=-8.56 smiles=N[C@@H]1C[C@@H]1N.O lumo_ev=1.066 molar_mass_g_mol=90.13 relative_energy_ev=1.987
O 0.818 -2.881 2.072 -0.06
N 1.083 0.237 0.447 0.05
N -0.914 -0.386 -1.420 0.02
C 0.419 1.312 -0.181 -0.38
C -1.035 1.601 -0.045 -0.08
C -0.505 1.029 -1.313 -0.33
H 0.710 -0.637 0.160 0.04
H 2.004 0.212 0.055 0.07
H -1.435 0.824 0.615 0.11
H -0.592 1.615 -2.210 0.12
H 1.085 2.145 -0.308 0.13
H -0.091 -2.958 2.339 0.02
H -1.947 -0.438 -1.341 0.08
H 1.257 -2.118 2.443 0.02
H -0.651 -0.848 -2.304 0.08
H -1.337 2.637 0.019 0.10


Entry 4:
16
Properties=species:S:1:pos:R:3:lowdin_charge:R:1 method="wB97M-V/def2-TZVPD" total_energy_ev=-8299.91213 homo_energy_ev=-8.16 smiles="C/C(N)=C/N.O" lumo_ev=0.601 molar_mass_g_mol=90.13 relative_energy_ev=1.592
O 5.504 1.242 -0.529 -0.06
N -1.532 0.406 1.473 0.05
N 0.498 -0.672 -0.263 0.02
C -3.265 -0.407 -0.125 -0.08
C -1.815 -0.130 0.184 -0.40
C -0.879 -0.792 -0.509 -0.19
H 1.052 -1.145 -0.960 0.06
H 0.856 0.276 -0.248 0.08
H -3.874 0.472 0.092 0.07
H -0.933 1.213 1.495 0.06
H -1.157 -0.287 2.105 0.08
H -1.209 -1.201 -1.460 0.11
H 5.885 1.488 -1.379 0.03
H 5.172 0.348 -0.685 0.03
H -3.621 -1.133 0.596 0.07
H -3.408 -0.697 -1.162 0.07


Entry 5:
16
Properties=species:S:1:pos:R:3:lowdin_charge:R:1 method="wB97M-V/def2-TZVPD" total_energy_ev=-8297.08548 homo_energy_ev=-8.53 smiles="CC/N=C/N.O" lumo_ev=0.139 molar_mass_g_mol=90.13 relative_energy_ev=4.419
O -2.617 -0.887 1.550 -0.13
N 1.489 -2.106 -0.568 0.03
N 0.093 -0.274 0.546 -0.05
C 0.296 -1.253 -0.239 -0.23
C 0.700 1.921 -0.901 -0.09
C -0.206 1.121 0.231 -0.28
H -0.462 -1.454 -0.909 0.08
H -3.000 -1.704 1.958 0.05
H -1.412 1.316 -0.022 0.14
H -0.171 1.729 1.258 0.12
H 0.713 3.014 -0.603 0.07
H 2.197 -1.887 -1.263 0.06
H -1.673 -0.879 1.189 0.00
H 0.305 1.885 -1.932 0.06
H 1.731 1.517 -0.693 0.07
H 2.016 -2.058 0.400 0.11


Entry 6:
16
Properties=species:S:1:pos:R:3:lowdin_charge:R:1 method="wB97M-V/def2-TZVPD" total_energy_ev=-8298.32627 homo_energy_ev=-8.73 lumo_ev=0.972 molar_mass_g_mol=90.13 relative_energy_ev=3.178
O 0.792 -5.392 2.238 -0.14
N -0.971 5.407 -2.654 0.03
N -2.111 4.790 -0.633 0.00
C 1.770 -3.626 1.159 -0.10
C 0.385 -4.274 1.395 -0.27
C -1.903 5.676 -1.629 -0.32
H 2.584 -4.451 1.014 0.11
H -1.161 4.478 -0.358 0.02
H -2.447 6.609 -1.760 0.10
H 1.796 -3.284 0.134 0.05
H 1.306 -4.919 2.969 0.11
H 2.128 -2.959 1.914 0.06
H -0.496 -3.791 1.806 0.11
H -0.397 4.613 -2.490 0.07
H 0.022 -4.618 0.490 0.07
H -1.296 5.741 -3.595 0.11


Entry 7:
16
Properties=species:S:1:pos:R:3:lowdin_charge:R:1 method="wB97M-V/def2-TZVPD" total_energy_ev=-8300.12894 homo_energy_ev=-9.24 smiles="CC=O.NCN" lumo_ev=0.904 molar_mass_g_mol=90.13 relative_energy_ev=1.375
O 0.945 1.930 1.393 0.01
N 0.090 -0.534 -1.500 -0.01
N 0.375 -2.896 -0.696 -0.02
C 0.011 1.903 0.614 -0.34
C 0.233 -1.527 -0.372 -0.39
C -1.418 1.637 1.007 -0.07
H -0.626 -1.377 0.301 0.10
H 1.078 -1.149 0.296 0.13
H -2.030 2.537 0.932 0.08
H -0.413 -3.339 -1.206 0.08
H -1.504 1.237 2.029 0.08
H 1.123 -3.000 -1.351 0.05
H 0.212 2.062 -0.471 0.10
H -1.851 0.892 0.330 0.06
H 0.953 -0.594 -2.058 0.07
H -0.718 -0.776 -2.070 0.06


Entry 8:
16
Properties=species:S:1:pos:R:3:lowdin_charge:R:1 method="wB97M-V/def2-TZVPD" total_energy_ev=-8292.51376 homo_energy_ev=-8.47 lumo_ev=-4.013 molar_mass_g_mol=90.13 relative_energy_ev=8.990
O 0.048 2.326 -0.395 -0.21
N 0.281 -1.858 -0.735 0.15
N -1.023 -0.019 0.150 -0.03
C 0.061 -0.082 1.212 -0.26
C 1.405 0.357 0.853 -0.10
C -0.956 -1.174 -0.833 -0.30
H -1.318 -0.702 -1.782 0.14
H -0.315 0.475 2.096 0.12
H 1.985 -0.214 0.209 0.05
H 0.554 -1.893 -1.719 0.06
H 1.932 0.805 1.667 0.09
H 0.024 -1.200 1.377 0.12
H 1.201 1.195 0.202 0.03
H 0.394 2.440 -1.230 -0.07
H -0.931 0.902 -0.332 0.06
H -1.779 -1.880 -0.628 0.16


Entry 9:
16
Properties=species:S:1:pos:R:3:lowdin_charge:R:1 method="wB97M-V/def2-TZVPD" total_energy_ev=-8296.94231 homo_energy_ev=-8.43 smiles="C=[N+](C)[O-].CN" lumo_ev=0.908 molar_mass_g_mol=90.13 relative_energy_ev=4.562
O 0.587 -0.906 -1.453 -0.13
N 1.269 0.916 0.465 -0.12
N -0.347 -1.410 -0.768 -0.29
C 0.812 2.292 0.400 -0.19
C -0.827 -0.608 0.684 0.06
C -1.101 -2.359 -1.202 0.03
H -1.332 -1.448 1.153 0.05
H 2.138 0.817 0.976 0.07
H -0.105 2.334 -0.191 0.07
H -0.154 -0.283 1.466 0.06
H 1.309 0.460 -0.457 0.03
H -1.563 0.103 0.318 0.08
H -0.879 -2.853 -2.136 0.09
H -1.937 -2.681 -0.607 0.07
H 0.590 2.655 1.411 0.07
H 1.541 2.971 -0.061 0.06